{"formula": "C3H5N3O", "method": "ωB97M-V with the def2-TZVPD basis set", "mol_weight_g_mol": 99.09, "smiles": "[H]/N=C(\\N)[C@@H]1NC1=O", "gap_ev": 10.18, "energy_ha": -356.780364, "homo_energy_ha": -0.3487, "relative_energy_kj_mol": 202.2, "symbols": ["H", "N", "C", "N", "C", "N", "C", "O", "H", "H", "H", "H"], "coordinates": [[-1.345, -0.028, 1.913], [-0.619, 0.349, 1.308], [-0.327, -0.434, 0.342], [-0.817, -1.693, 0.097], [0.670, 0.083, -0.651], [1.611, 1.133, -0.146], [0.538, 1.543, -0.865], [-0.094, 2.483, -1.248], [-1.686, -1.956, 0.538], [-0.635, -2.133, -0.791], [1.103, -0.605, -1.375], [1.610, 1.286, 0.862]], "forces_ev_per_a": [[0.119, -0.043, 0.043], [-0.067, -0.339, -0.108], [-0.019, 0.161, 0.077], [-0.122, 0.025, -0.046], [-0.119, -0.259, -0.078], [0.010, 0.197, 0.035], [-0.203, 0.502, -0.145], [0.461, -0.561, 0.109], [0.139, 0.019, -0.031], [-0.017, 0.143, 0.087], [-0.099, 0.092, 0.143], [-0.083, 0.062, -0.088]]}



{"formula": "C3H5N3O", "method": "ωB97M-V with the def2-TZVPD basis set", "mol_weight_g_mol": 99.09, "smiles": "Nc1nc(O)c[nH]1", "gap_ev": 8.48, "energy_ha": -356.829458, "homo_energy_ha": -0.2804, "relative_energy_kj_mol": 73.3, "symbols": ["N", "C", "N", "C", "O", "C", "N", "H", "H", "H", "H", "H"], "coordinates": [[1.405, 1.562, 0.805], [0.558, 0.532, 0.386], [-0.648, 0.254, 0.844], [-1.085, -0.777, 0.049], [-2.369, -1.216, -0.067], [-0.107, -1.220, -0.782], [0.946, -0.319, -0.597], [0.940, 2.174, 1.466], [1.744, 2.112, 0.021], [-2.959, -0.929, 0.637], [-0.165, -1.969, -1.548], [1.740, -0.204, -1.215]], "forces_ev_per_a": [[-0.181, 0.018, 0.000], [-0.032, -0.046, -0.215], [-0.065, 0.329, -0.397], [0.124, -0.207, -0.228], [0.065, -0.178, 0.347], [-0.403, 0.304, -0.364], [0.045, -0.079, 0.156], [-0.017, -0.147, -0.062], [-0.018, -0.105, 0.198], [0.432, 0.216, 0.216], [0.231, 0.049, -0.098], [-0.182, -0.154, 0.447]]}



{"formula": "C3H5N3O", "method": "ωB97M-V with the def2-TZVPD basis set", "mol_weight_g_mol": 99.09, "smiles": "C=N/N=C\\NC=O", "gap_ev": 9.88, "energy_ha": -356.724626, "homo_energy_ha": -0.3554, "relative_energy_kj_mol": 348.5, "symbols": ["C", "N", "N", "C", "N", "C", "O", "H", "H", "H", "H", "H"], "coordinates": [[2.653, -0.814, -0.022], [1.375, -0.551, 0.003], [0.983, 0.852, 0.284], [-0.247, 1.036, 0.023], [-1.203, 0.055, -0.190], [-2.574, 0.035, -0.058], [-3.271, -0.990, 0.251], [2.869, -1.873, -0.064], [3.590, -0.084, 0.287], [-0.589, 2.075, 0.003], [-0.501, -0.832, -0.239], [-3.087, 1.092, -0.277]], "forces_ev_per_a": [[-0.577, 2.094, 1.912], [1.669, 1.100, 0.512], [1.690, -1.660, -1.335], [-1.803, 1.199, 0.268], [3.197, -2.895, -0.409], [-2.948, -1.521, 0.815], [3.060, 4.086, -1.518], [0.188, -0.036, -0.528], [-2.763, -1.480, -1.022], [0.005, -0.233, 0.359], [-2.797, 1.414, 0.353], [1.080, -2.067, 0.594]]}



{"formula": "C3H5N3O", "method": "ωB97M-V with the def2-TZVPD basis set", "mol_weight_g_mol": 99.09, "smiles": "[H]/N=c1/[nH]occ1N", "gap_ev": 8.94, "energy_ha": -356.745599, "homo_energy_ha": -0.2986, "relative_energy_kj_mol": 293.5, "symbols": ["H", "N", "C", "N", "O", "C", "C", "N", "H", "H", "H", "H"], "coordinates": [[2.317, -0.146, -1.027], [1.939, 0.670, -0.567], [0.726, 0.575, -0.181], [0.104, 1.747, 0.257], [-1.039, 1.431, 1.008], [-1.274, 0.114, 0.738], [-0.303, -0.470, 0.013], [-0.207, -1.780, -0.478], [0.735, 2.347, 0.774], [-2.209, -0.258, 1.143], [0.743, -2.129, -0.424], [-0.823, -2.423, 0.009]], "forces_ev_per_a": [[-0.148, -0.270, 0.126], [-0.231, -0.216, -0.193], [0.091, 0.110, -0.071], [0.223, -0.077, 0.035], [-0.159, -0.019, 0.045], [0.163, -0.118, -0.086], [-0.005, 0.251, 0.125], [0.091, 0.045, 0.182], [-0.300, 0.125, 0.149], [0.252, 0.021, -0.135], [-0.091, 0.031, -0.047], [0.115, 0.116, -0.129]]}



- Which formula does entry 4 have?
  C3H5N3O